Molecular formula: C5H7N
Method: DFT, wB97M-V/def2-TZVPD

Geometry (Å):
C -0.95 0.03 -1.22
C 0.11 0.42 -0.20
C -0.23 0.04 1.32
C 1.49 -0.30 -0.36
C 1.32 -0.99 0.75
N 0.57 -1.25 1.69
H -0.60 0.26 -2.23
H -1.89 0.59 -1.05
H -1.17 -1.04 -1.18
H 0.27 1.51 -0.22
H -1.28 -0.26 1.45
H 0.04 0.85 2.01
H 2.38 0.01 -0.87

ΔE to the lowest compared entry with this formula, charge and spin in kcal/mol: 96.74

Molecular formula: C5H7N
Method: DFT, wB97M-V/def2-TZVPD

Geometry (Å):
C 1.91 -1.01 0.04
C -0.74 -1.86 -0.01
C 0.78 -0.35 -0.09
C 2.00 0.53 0.04
C -1.57 0.44 0.02
N -0.53 -0.59 -0.02
H 2.46 -1.87 0.25
H -1.79 -2.14 0.08
H 2.27 1.02 0.90
H 2.29 1.12 -0.92
H -1.93 0.37 0.96
H -1.07 1.50 -0.13
H -2.25 0.10 -0.63

ΔE to the lowest compared entry with this formula, charge and spin in kcal/mol: 149.28

Molecular formula: C5H7N
Method: DFT, wB97M-V/def2-TZVPD

Geometry (Å):
C 0.92 -1.10 0.83
C 0.65 0.03 -1.42
C 0.02 -0.84 -0.35
N -1.21 0.03 -0.21
C -0.73 1.27 0.28
C -0.46 0.95 -1.17
H 0.34 -1.37 1.71
H 1.64 -1.89 0.61
H 1.52 -0.22 1.05
H -0.30 -1.77 -0.83
H 0.08 1.33 0.99
H -1.49 2.04 0.41
H -0.96 1.55 -1.91

ΔE to the lowest compared entry with this formula, charge and spin in kcal/mol: 124.99

Molecular formula: C5H7N
Method: DFT, wB97M-V/def2-TZVPD

Geometry (Å):
C -1.26 0.71 -1.03
C 0.11 0.19 -0.60
C 0.48 -1.18 -0.19
C 0.35 -0.23 0.92
C 1.49 0.19 1.67
N 2.25 0.71 2.38
H -2.06 0.29 -0.25
H -1.25 1.84 -0.71
H -1.58 0.36 -2.06
H 0.78 0.91 -1.04
H 1.41 -1.57 -0.45
H -0.25 -1.99 -0.25
H -0.48 -0.22 1.59

ΔE to the lowest compared entry with this formula, charge and spin in kcal/mol: 44.45

Molecular formula: C5H7N
Method: DFT, wB97M-V/def2-TZVPD

Geometry (Å):
C 0.15 -0.31 -0.74
C 1.50 -1.20 0.92
C 1.12 -1.33 -0.35
C -0.59 0.92 0.55
C -1.45 1.15 -0.85
N -0.61 0.18 -1.66
H 2.22 -2.00 1.24
H 1.23 -0.30 1.43
H 1.29 -2.25 -0.95
H -1.16 0.46 1.41
H 0.15 1.61 0.83
H -2.38 0.79 -0.60
H -1.48 2.28 -1.22

ΔE to the lowest compared entry with this formula, charge and spin in kcal/mol: 95.40

Molecular formula: C5H7N
Method: DFT, wB97M-V/def2-TZVPD

Geometry (Å):
C 1.35 0.64 -0.11
C 0.59 -0.66 0.05
C -0.61 -1.00 0.83
C -0.84 -0.24 -0.42
C -1.42 1.08 -0.32
N -1.95 2.11 -0.23
H 1.35 1.13 -1.11
H 2.33 0.29 0.07
H 1.06 1.43 0.57
H 1.00 -1.50 -0.52
H -0.82 -0.48 1.74
H -0.93 -2.03 0.75
H -1.15 -0.77 -1.29

ΔE to the lowest compared entry with this formula, charge and spin in kcal/mol: 46.85

| no. | E (eV) | LUMO level (hartree) | gap between HOMO and LUMO (eV) |
| --- | --- | --- | --- |
| 1 | -6784.31775 | 0.00150 | 7.9 |
| 2 | -6782.03921 | 0.02834 | 8.8 |
| 3 | -6783.09268 | -0.00308 | 8.4 |
| 4 | -6786.58524 | 0.03226 | 11.1 |
| 5 | -6784.37558 | 0.02228 | 9.2 |
| 6 | -6786.48106 | 0.03142 | 10.6 |